Record 1
The following is a DFT calculation (ωB97M-V/def2-TZVPD) of a single C3H3NO3 molecule.

Values from the calculation:
- 2S+1 = 1
- electronic energy (Eh) = -396.56039
- highest occupied orbital energy (eV) = -10.420
- SMILES string = O=CNC(=O)C=O
- HOMO-LUMO gap (eV) = 9.89
- charge = 0
- molecular weight (g mol⁻¹) = 101.1

Last column: Löwdin charge in e.
Cartesian coordinates (Å):
N -0.754 0.090 0.378  0.12
C 0.451 -0.178 -0.204  -0.44
O 1.238 0.731 -0.374  0.10
C -0.801 1.521 0.654  -0.27
O -0.661 2.003 1.736  0.12
C 0.824 -1.567 -0.734  -0.15
O 1.890 -1.702 -1.269  0.11
H -1.396 -0.602 0.738  0.15
H -0.899 2.109 -0.269  0.14
H 0.109 -2.404 -0.656  0.12

=====

Record 2
The following is a DFT calculation (ωB97M-V/def2-TZVPD) of a molecular structure, C25H35CdN6SSi.

Values from the calculation:
- 2S+1 = 1
- electronic energy (Eh) = -2157.43132
- highest occupied orbital energy (eV) = -10.414
- HOMO-LUMO gap (eV) = 8.44
- charge = +1
- molecular weight (g mol⁻¹) = 592.2

Last column: Löwdin charge in e.
Cartesian coordinates (Å):
Cd 0.479 0.105 1.033  1.21
C -0.795 3.182 2.114  -0.21
C -2.116 2.397 2.231  -0.19
N -1.998 1.035 1.709  -0.12
C -2.471 -0.020 2.599  -0.22
C -1.589 -0.176 3.849  -0.20
N -0.178 -0.270 3.490  -0.14
C 0.720 0.627 4.218  -0.23
C 0.425 2.108 3.959  -0.20
N 0.370 2.401 2.527  -0.12
H -0.907 4.108 2.702  0.13
H -0.646 3.455 1.067  0.09
H -2.877 2.965 1.685  0.13
H -2.432 2.366 3.275  0.11
H -2.491 0.972 0.822  0.10
H -2.435 -0.961 2.038  0.10
H -3.507 0.143 2.931  0.12
H -1.939 -1.068 4.380  0.13
H -1.740 0.674 4.515  0.10
H 0.157 -1.217 3.645  0.07
H 1.735 0.407 3.871  0.07
H 0.671 0.458 5.303  0.13
H 1.204 2.695 4.459  0.13
H -0.525 2.381 4.421  0.10
H 1.209 2.912 2.261  0.11
N 0.783 -3.059 0.295  0.02
N 1.907 -3.788 0.703  -0.09
C 2.761 -3.318 1.640  -0.91
N 3.734 -4.152 2.044  0.09
S 2.650 -1.806 2.310  0.56
H -0.076 -3.545 0.556  0.10
H 0.784 -2.943 -0.721  0.07
H 1.992 -4.761 0.422  0.15
H 3.914 -5.034 1.594  0.11
H 4.441 -3.779 2.654  0.09
C -2.138 -3.758 -2.499  -0.08
C -2.531 -2.955 -1.438  -0.09
C -1.828 -1.799 -1.149  -0.15
C -0.727 -1.412 -1.913  -0.36
C -0.346 -2.231 -2.972  -0.10
C -1.038 -3.397 -3.260  -0.07
Si 0.216 0.183 -1.457  0.60
C 1.867 0.244 -2.399  -0.33
C 1.978 0.895 -3.624  -0.10
C 3.171 0.901 -4.325  -0.08
C 4.280 0.250 -3.809  -0.08
C 4.192 -0.387 -2.582  -0.09
C 2.997 -0.388 -1.885  -0.13
C -0.899 1.646 -1.932  -0.33
C -0.543 2.929 -1.525  -0.15
C -1.355 4.012 -1.800  -0.09
C -2.546 3.828 -2.488  -0.08
C -2.912 2.559 -2.907  -0.08
C -2.090 1.480 -2.631  -0.10
H -2.695 -4.654 -2.739  0.11
H -3.393 -3.231 -0.846  0.11
H -2.147 -1.168 -0.326  0.07
H 0.497 -1.946 -3.584  0.10
H -0.728 -4.019 -4.088  0.11
H 1.117 1.404 -4.034  0.10
H 3.227 1.407 -5.278  0.11
H 5.206 0.242 -4.365  0.11
H 5.056 -0.889 -2.172  0.10
H 2.937 -0.888 -0.924  0.06
H 0.400 3.071 -1.008  0.09
H -1.066 5.006 -1.490  0.11
H -3.179 4.672 -2.719  0.11
H -3.831 2.411 -3.457  0.11
H -2.362 0.491 -2.974  0.10

=====

Record 3
The following is a DFT calculation (ωB97M-V/def2-TZVPD) of a single C5H9NO molecule.

Values from the calculation:
- 2S+1 = 1
- electronic energy (Eh) = -325.65227
- highest occupied orbital energy (eV) = -8.597
- SMILES string = N[C@]12CCO[C@@H]1C2
- HOMO-LUMO gap (eV) = 9.53
- charge = 0
- molecular weight (g mol⁻¹) = 99.1

Last column: Löwdin charge in e.
Cartesian coordinates (Å):
C -0.511 0.319 0.262  -0.48
C 0.764 0.818 0.831  -0.11
C 1.641 -0.198 -0.149  -0.22
C -0.221 -1.080 -0.154  -0.33
C -1.602 -0.831 0.163  0.00
H -0.337 1.209 -1.755  0.13
H -1.820 1.305 -0.757  0.07
H 0.833 1.967 0.416  0.15
H 0.769 0.606 2.033  0.15
H 2.449 0.351 -0.877  0.15
H 2.221 -1.044 0.696  0.18
H 0.167 -1.755 0.733  0.17
H -1.920 -1.547 1.018  0.13
H -2.430 -0.681 -0.527  0.10
N -0.796 1.347 -0.774  0.03
O 0.794 -0.786 -1.160  -0.11

=====

Record 4
The following is a DFT calculation (ωB97M-V/def2-TZVPD) of 7 unconnected molecules or ions with the total composition C35H57BFN8O10P.

Values from the calculation:
- 2S+1 = 1
- electronic energy (Eh) = -3024.54024
- highest occupied orbital energy (eV) = -7.728
- SMILES string = C=CCc1c(F)cc(P(N)O)c2c1C(=O)c1cccc(B(N)O)c1C2=O.CNC(C)=O.CNC(C)=O.CNC(C)=O.CNC(C)=O.CNC(C)=O.CNC(C)=O
- HOMO-LUMO gap (eV) = 7.27
- charge = 0
- molecular weight (g mol⁻¹) = 810.7

Last column: Löwdin charge in e.
Cartesian coordinates (Å):
C -1.079 -1.704 -0.210  0.02
C -1.953 -1.406 -1.195  -0.11
C -3.007 -2.470 -1.614  -0.08
C -3.396 -3.178 -0.340  -0.10
C -4.038 -2.432 0.636  -0.24
F -4.327 -1.148 0.402  0.09
C -4.397 -2.981 1.848  -0.04
C -4.119 -4.312 2.132  -0.26
P -4.716 -4.787 3.832  0.84
N -3.450 -5.674 4.526  -0.16
O -5.971 -5.854 3.563  -0.32
C -3.478 -5.108 1.182  -0.06
C -3.137 -4.521 -0.055  -0.02
C -2.483 -5.408 -1.054  -0.28
O -2.633 -5.331 -2.247  0.13
C -1.610 -6.481 -0.491  -0.08
C -0.516 -6.881 -1.238  0.00
C 0.296 -7.891 -0.753  -0.04
C 0.005 -8.472 0.473  -0.03
C -1.105 -8.095 1.231  -0.02
B -1.326 -8.868 2.598  -0.59
N -0.169 -8.995 3.450  0.18
O -2.504 -9.462 2.969  0.15
C -1.931 -7.068 0.734  -0.03
C -3.162 -6.558 1.407  -0.29
O -3.890 -7.232 2.079  0.12
H -0.875 -1.016 0.601  0.06
H -0.611 -2.683 -0.250  0.07
H -1.925 -0.435 -1.676  0.07
H -3.861 -1.900 -1.975  0.11
H -2.612 -3.129 -2.376  0.10
H -4.905 -2.359 2.572  0.09
H -2.965 -6.296 3.893  0.01
H -3.804 -6.176 5.330  0.03
H -6.709 -5.283 3.318  0.03
H -0.289 -6.433 -2.191  0.12
H 1.138 -8.205 -1.352  0.11
H 0.650 -9.247 0.866  0.11
H -0.372 -9.136 4.429  0.08
H 0.517 -8.265 3.319  0.08
H -2.511 -9.600 3.920  0.10
C -3.240 1.971 -3.200  -0.01
C -1.928 2.368 -2.569  -0.54
O -1.548 1.897 -1.505  0.02
N -1.168 3.282 -3.220  0.02
C -1.452 3.957 -4.468  -0.08
H -3.727 1.236 -2.566  0.07
H -3.897 2.835 -3.299  0.08
H -3.074 1.525 -4.182  0.09
H -0.297 3.496 -2.747  0.09
H -0.668 3.732 -5.193  0.08
H -1.472 5.037 -4.307  0.08
H -2.409 3.645 -4.875  0.07
C 0.914 4.067 -0.235  0.00
C 2.002 3.713 -1.223  -0.54
O 1.764 3.130 -2.279  0.01
N 3.270 4.053 -0.902  0.02
C 3.757 4.735 0.292  -0.07
H -0.041 3.721 -0.619  0.05
H 1.093 3.575 0.721  0.09
H 0.870 5.147 -0.087  0.08
H 3.944 3.785 -1.601  0.14
H 4.261 5.655 -0.007  0.08
H 4.477 4.097 0.798  0.05
H 2.941 4.973 0.966  0.07
C -3.175 0.301 2.741  0.00
C -1.968 0.939 3.386  -0.54
O -0.874 0.950 2.848  0.04
N -2.139 1.510 4.612  0.00
C -3.352 1.593 5.402  -0.08
H -2.882 -0.100 1.780  0.06
H -3.552 -0.510 3.365  0.08
H -3.962 1.041 2.583  0.09
H -1.297 1.915 4.987  0.14
H -3.601 2.639 5.590  0.08
H -3.202 1.097 6.364  0.08
H -4.183 1.121 4.890  0.07
C 8.519 4.841 0.295  -0.02
C 7.592 3.958 1.090  -0.52
O 6.414 4.241 1.269  0.01
N 8.105 2.815 1.615  0.01
C 9.462 2.313 1.514  -0.08
H 7.968 5.706 -0.051  0.07
H 9.345 5.186 0.910  0.07
H 8.905 4.299 -0.571  0.09
H 7.433 2.273 2.134  0.14
H 9.457 1.332 1.034  0.08
H 9.891 2.207 2.511  0.08
H 10.083 2.986 0.933  0.07
C -7.284 -2.203 -2.160  -0.01
C -6.958 -1.556 -3.484  -0.55
O -6.138 -0.659 -3.578  0.03
N -7.614 -2.012 -4.584  0.01
C -8.612 -3.062 -4.665  -0.08
H -6.678 -1.737 -1.389  0.07
H -8.338 -2.059 -1.919  0.08
H -7.049 -3.268 -2.185  0.09
H -7.350 -1.539 -5.433  0.14
H -8.263 -3.851 -5.333  0.08
H -9.543 -2.657 -5.066  0.08
H -8.807 -3.490 -3.688  0.07
C 9.786 7.889 -1.951  0.00
C 9.727 8.298 -0.498  -0.54
O 9.732 7.476 0.406  0.02
N 9.664 9.626 -0.223  0.01
C 9.646 10.739 -1.154  -0.08
H 9.831 6.805 -2.004  0.08
H 8.896 8.228 -2.483  0.09
H 10.675 8.299 -2.430  0.09
H 9.626 9.829 0.764  0.14
H 10.500 11.391 -0.965  0.08
H 8.732 11.319 -1.017  0.08
H 9.691 10.390 -2.180  0.07

=====

Record 5
The following is a DFT calculation (ωB97M-V/def2-TZVPD) of a single C20H24ClNO3 molecule.

Values from the calculation:
- 2S+1 = 1
- electronic energy (Eh) = -1517.18131
- highest occupied orbital energy (eV) = -8.157
- SMILES string = CCCC/C=C\c1cc2ccc(Cl)cc2n1C(=O)C[C@@H](C)CC(=O)O
- HOMO-LUMO gap (eV) = 8.78
- charge = 0
- molecular weight (g mol⁻¹) = 361.9

Last column: Löwdin charge in e.
Cartesian coordinates (Å):
O 1.146 0.620 -2.922  0.06
O 0.819 -1.502 1.417  0.09
Cl -4.586 -2.037 -3.244  0.68
O 3.386 0.511 -3.271  0.12
C 2.284 0.261 -2.566  -0.48
C -0.081 -1.498 0.582  -0.32
C -3.118 -0.445 2.238  0.04
C -1.751 -0.601 2.189  -0.18
C -0.899 -0.055 3.304  -0.04
C -0.102 1.062 3.191  -0.10
C -5.168 -1.142 -0.797  -0.14
C -4.922 -0.835 0.512  -0.01
C -2.893 -1.668 -1.139  -0.03
C -4.190 -1.569 -1.623  -0.68
C -3.618 -0.910 0.988  -0.19
C -2.575 -1.304 0.173  -0.12
N -1.394 -1.140 0.946  0.09
C 3.166 3.272 0.191  -0.14
C 2.033 -2.773 -2.406  -0.06
C 2.503 -0.575 -1.286  -0.07
C 0.256 -1.755 -0.898  -0.06
C -0.075 2.032 2.023  -0.18
C 1.699 3.306 0.522  -0.27
C 1.429 2.472 1.818  -0.21
C 1.775 -1.912 -1.177  -0.36
H 3.078 0.989 -4.069  0.14
H -3.659 0.021 3.049  0.12
H -0.890 -0.605 4.238  0.10
H 0.586 1.259 4.036  0.11
H -6.181 -1.083 -1.161  0.11
H -5.724 -0.540 1.186  0.12
H -2.186 -2.037 -1.862  0.09
H 3.815 3.776 0.928  0.08
H 3.563 2.239 0.135  0.07
H 3.324 3.761 -0.757  0.06
H 3.079 -2.806 -2.650  0.08
H 1.717 -3.815 -2.149  0.10
H 1.509 -2.393 -3.248  0.07
H 2.257 -0.016 -0.372  0.11
H 3.595 -0.783 -1.225  0.13
H -0.262 -2.672 -1.191  0.12
H -0.122 -0.895 -1.450  0.12
H -0.698 2.912 2.266  0.12
H -0.472 1.548 1.106  0.11
H 1.129 2.898 -0.317  0.10
H 1.336 4.345 0.628  0.11
H 2.017 1.555 1.739  0.09
H 1.816 2.984 2.727  0.12
H 2.248 -2.455 -0.354  0.14

=====

Record 6
The following is a DFT calculation (ωB97M-V/def2-TZVPD) of 2 unconnected molecules or ions with the total composition C6H10.

Values from the calculation:
- 2S+1 = 1
- electronic energy (Eh) = -234.47250
- highest occupied orbital energy (eV) = -8.377
- SMILES string = C1=CCCCC=1.[H][H]
- HOMO-LUMO gap (eV) = 8.90
- charge = 0
- molecular weight (g mol⁻¹) = 82.1

Last column: Löwdin charge in e.
Cartesian coordinates (Å):
C -0.052 -1.381 -0.207  -0.19
C -0.696 -0.766 1.074  -0.18
C -0.939 0.683 0.700  -0.14
C 0.161 1.251 0.232  -0.13
C 1.290 0.799 -0.276  -0.10
C 1.249 -0.683 -0.663  -0.19
H -0.795 -1.320 -1.013  0.11
H 0.159 -2.446 -0.046  0.11
H -0.026 -0.881 1.933  0.11
H -1.633 -1.288 1.304  0.10
H -1.942 1.077 0.553  0.07
H -1.641 2.793 -0.908  0.06
H -0.931 2.858 -0.662  0.04
H 2.252 1.297 -0.194  0.09
H 2.101 -1.105 -0.103  0.11
H 1.444 -0.887 -1.723  0.10

=====

Record 7
The following is a DFT calculation (ωB97M-V/def2-TZVPD) of a single C18H26 molecule.

Values from the calculation:
- 2S+1 = 1
- electronic energy (Eh) = -701.37410
- highest occupied orbital energy (eV) = -7.959
- SMILES string = CC[C@@]1([C@H](C)[C@@]2(CC)C=CC=CC2)C=CC=CC1
- HOMO-LUMO gap (eV) = 8.79
- charge = 0
- molecular weight (g mol⁻¹) = 242.4

Last column: Löwdin charge in e.
Cartesian coordinates (Å):
C 0.500 -3.273 2.405  -0.10
C 0.323 3.749 1.107  -0.12
C 1.347 -2.081 2.351  -0.08
C 1.424 2.965 0.596  -0.08
C -0.573 -3.391 1.554  -0.07
C -0.922 3.642 0.571  -0.07
C 1.153 -1.083 1.402  -0.03
C 1.201 1.846 -0.171  -0.05
C 1.686 -2.904 -0.865  -0.08
C -1.301 0.846 -2.995  -0.08
C -1.198 0.653 1.549  -0.04
C -0.975 -2.318 0.537  -0.12
C -1.208 2.653 -0.575  -0.12
C 0.935 -1.563 -0.919  -0.21
C 0.011 1.232 -2.231  -0.20
C -0.753 0.156 0.110  -0.19
C 0.099 -1.192 0.299  -0.38
C -0.174 1.440 -0.700  -0.35
H 0.686 -3.987 3.204  0.09
H 0.453 4.529 1.832  0.09
H 2.115 -2.024 3.103  0.09
H 2.430 3.233 0.848  0.09
H -1.207 -4.277 1.566  0.10
H -1.689 4.335 0.946  0.10
H 1.808 -0.195 1.490  0.11
H 2.095 1.329 -0.524  0.11
H 0.978 -3.694 -0.606  0.06
H 2.518 -2.955 -0.147  0.08
H 2.053 -3.119 -1.881  0.08
H -1.071 0.901 -4.051  0.06
H -2.160 1.495 -2.822  0.07
H -1.546 -0.221 -2.769  0.07
H -2.160 1.297 1.485  0.11
H -1.369 -0.186 2.243  0.08
H -0.393 1.242 1.966  0.06
H -1.180 -2.833 -0.399  0.11
H -1.941 -1.867 0.795  0.11
H -2.200 2.238 -0.454  0.10
H -1.234 3.236 -1.465  0.10
H 0.259 -1.649 -1.740  0.10
H 1.649 -0.728 -1.101  0.11
H 0.776 0.504 -2.401  0.07
H 0.421 2.134 -2.693  0.12
H -1.666 -0.116 -0.451  0.12

=====

Record 8
The following is a DFT calculation (ωB97M-V/def2-TZVPD) of 2 unconnected molecules or ions with the total composition C3H9OS.

Values from the calculation:
- 2S+1 = 1
- electronic energy (Eh) = -593.13392
- highest occupied orbital energy (eV) = -2.607
- HOMO-LUMO gap (eV) = 6.70
- charge = -1
- molecular weight (g mol⁻¹) = 93.2

Last column: Löwdin charge in e.
Cartesian coordinates (Å):
C 2.080 -1.528 0.498  -0.73
S 0.630 -1.962 -0.472  0.20
H 2.053 -1.977 1.490  -0.02
H 3.087 -1.865 0.188  -0.01
H 2.241 -0.431 0.672  0.00
C -1.714 0.962 0.078  -0.33
O -1.408 -0.092 1.051  -0.21
C -0.607 1.261 -0.937  -0.13
H -2.584 0.498 -0.442  0.10
H -2.021 1.812 0.694  0.09
H -0.817 -0.685 0.490  -0.08
H -0.449 0.425 -1.610  0.02
H -0.806 2.264 -1.319  0.06
H 0.313 1.318 -0.381  0.05